# 1
This record from the OMol25 dataset describes one molecule with the formula C2H3ClFNO2 in a non-equilibrium geometry. The level of theory is the ωB97M-V functional and the def2-TZVPD basis.

Output
Energy above the lowest of the compared OMol25 structures with the same formula, charge and spin in kcal/mol: 41.6
HOMO-LUMO gap in hartree: 0.4152
Structure (SMILES): C[C@@](F)(Cl)[N+](=O)[O-]
E_LUMO in eV: -0.32
Charge: 0

Each line ends with the Mulliken charge.
Element x y z (Å)
1 C -0.203 1.080 0.144  -1.19
2 C -0.178 -0.378 0.355  0.75
3 F 0.287 -0.634 1.584  -0.22
4 Cl -1.845 -1.070 0.315  -0.15
5 N 0.617 -1.054 -0.724  0.81
6 O 0.182 -0.855 -1.811  -0.48
7 O 1.683 -1.538 -0.472  -0.53
8 H -1.087 1.525 0.702  0.31
9 H 0.644 1.429 0.759  0.35
10 H -0.101 1.495 -0.854  0.35

---

# 2
This record from the OMol25 dataset describes C23H19Cl7N4O7SiW as an isolated structure in a non-equilibrium geometry. The level of theory is the ωB97M-V functional and the def2-TZVPD basis.

Output
Energy above the lowest of the compared OMol25 structures with the same formula, charge and spin in kcal/mol: 3.2
HOMO-LUMO gap in hartree: 0.2204
E_LUMO in eV: -8.65
Charge: +2

Each line ends with the Mulliken charge.
Element x y z (Å)
1 W -0.020 -0.698 -0.166  -0.61
2 C -1.988 -2.289 3.052  -1.56
3 C -0.553 -1.867 3.079  0.86
4 C 0.192 -1.976 4.252  -0.98
5 C 1.535 -1.652 4.268  -0.77
6 C 2.176 -1.229 3.105  -0.57
7 C 1.387 -1.134 1.992  0.58
8 N 0.061 -1.399 1.980  0.21
9 N 1.678 -0.757 0.675  0.83
10 Si 3.209 0.201 0.175  0.14
11 C 2.961 0.621 -1.614  -0.84
12 C 4.596 -0.997 0.418  -1.07
13 C 3.194 1.662 1.310  -1.01
14 H -2.632 -1.475 3.393  0.28
15 H -2.127 -3.122 3.740  0.60
16 H -2.309 -2.599 2.061  0.29
17 H -0.292 -2.338 5.148  0.58
18 H 2.100 -1.748 5.186  0.48
19 H 3.231 -1.001 3.085  0.39
20 H 2.484 -0.177 -2.186  0.27
21 H 3.952 0.764 -2.052  0.54
22 H 2.412 1.554 -1.759  0.16
23 H 4.429 -1.930 -0.124  0.32
24 H 4.803 -1.229 1.462  0.36
25 H 5.506 -0.548 0.008  0.36
26 H 2.190 2.036 1.527  0.31
27 H 3.744 2.477 0.831  0.45
28 H 3.697 1.444 2.253  0.39
29 O -0.950 -0.528 -3.991  -0.45
30 C -0.616 -0.008 -2.998  0.00
31 O 0.034 -0.831 -1.972  0.03
32 C -0.689 1.422 -2.628  0.70
33 C -1.030 2.285 -3.668  -0.77
34 C -1.028 3.640 -3.444  -0.69
35 C -0.651 4.184 -2.234  -0.47
36 C -0.327 3.331 -1.201  -0.08
37 C -0.380 1.948 -1.370  0.41
38 O -0.037 1.120 -0.339  -0.14
39 N 0.158 3.933 0.057  1.09
40 O -0.018 3.311 1.084  -0.55
41 O 0.701 5.004 -0.042  -0.55
42 N -1.405 4.553 -4.553  1.03
43 O -1.392 5.733 -4.302  -0.57
44 O -1.723 4.030 -5.593  -0.57
45 H -1.286 1.896 -4.645  0.69
46 H -0.600 5.258 -2.105  0.70
47 Cl 1.936 -3.580 -1.941  -0.06
48 C 0.765 -4.545 -1.078  -0.44
49 Cl -0.012 -3.570 0.242  0.18
50 H 1.254 -5.377 -0.585  0.41
51 H -0.033 -4.863 -1.740  0.33
52 Cl -2.304 -2.672 -1.833  -0.11
53 C -2.958 -1.641 -0.613  0.85
54 C -2.130 -0.820 0.184  -0.75
55 C -2.775 0.006 1.119  0.95
56 Cl -1.841 1.059 2.107  -0.05
57 C -4.155 0.024 1.276  -0.07
58 Cl -4.884 1.051 2.430  -0.12
59 C -4.945 -0.816 0.488  0.41
60 Cl -6.630 -0.823 0.681  -0.11
61 C -4.345 -1.648 -0.463  -0.09
62 Cl -5.320 -2.658 -1.432  -0.14

---

# 3
This record from the OMol25 dataset describes a 8-piece molecular cluster, C57H102O13 overall in a non-equilibrium geometry. The level of theory is the ωB97M-V functional and the def2-TZVPD basis.

Output
Energy above the lowest of the compared OMol25 structures with the same formula, charge and spin in kcal/mol: 70.3
HOMO-LUMO gap in hartree: 0.2861
Structure (SMILES): CC(=O)OCCCCCc1ccc2c(c1CCOC=O)C(=O)C=C(CCCc1ccccc1)C2=O.CCOCC.CCOCC.CCOCC.CCOCC.CCOCC.CCOCC.CCOCC
E_LUMO in eV: -0.87
Charge: 0

Each line ends with the Mulliken charge.
Element x y z (Å)
1 C -3.349 5.064 2.970  -0.82
2 C -1.853 4.634 2.999  0.70
3 O -1.312 4.545 4.073  -0.56
4 O -1.085 4.349 1.882  -0.32
5 C -1.845 3.756 0.809  -0.34
6 C -0.943 2.663 0.093  0.29
7 C -1.498 2.303 -1.337  -0.62
8 C -1.079 0.869 -1.843  -0.94
9 C -2.055 -0.275 -1.356  -0.53
10 C -1.692 -0.703 0.119  0.33
11 C -0.471 -1.514 0.250  -0.40
12 C -0.066 -1.992 1.564  -1.35
13 C -0.887 -1.633 2.711  0.12
14 C -2.112 -0.807 2.608  0.57
15 C -2.521 -0.328 1.278  0.48
16 C -3.829 0.528 1.116  -0.56
17 C -5.039 -0.418 0.745  -0.83
18 O -6.287 -0.063 1.360  -0.41
19 C -6.558 -0.819 2.489  0.17
20 O -6.448 -2.009 2.585  -0.47
21 C -2.893 -0.539 3.905  0.94
22 O -3.978 0.016 3.962  -0.64
23 C -2.314 -1.023 5.271  -0.56
24 C -1.189 -1.772 5.371  0.15
25 C -0.557 -2.252 6.724  -0.34
26 C -1.037 -1.394 7.969  -0.66
27 C 0.086 -1.295 9.077  -1.03
28 C 1.308 -0.436 8.640  0.58
29 C 2.626 -1.100 8.661  -0.32
30 C 3.818 -0.351 8.281  -0.56
31 C 3.722 1.051 7.881  -0.33
32 C 2.429 1.719 7.866  -0.85
33 C 1.217 0.973 8.240  -0.18
34 C -0.416 -2.213 4.088  0.21
35 O 0.529 -2.967 4.130  -0.64
36 H -4.035 4.279 3.399  0.24
37 H -3.734 5.286 1.943  0.27
38 H -3.518 5.983 3.594  0.31
39 H -2.783 3.241 1.133  0.19
40 H -2.094 4.521 0.021  0.16
41 H 0.118 3.046 0.048  0.11
42 H -0.924 1.778 0.778  -0.14
43 H -1.106 3.075 -2.050  0.42
44 H -2.620 2.370 -1.326  0.31
45 H -0.994 0.918 -2.968  0.43
46 H -0.034 0.637 -1.486  0.27
47 H -1.853 -1.159 -2.029  0.27
48 H -3.139 -0.026 -1.466  0.15
49 H 0.135 -1.804 -0.646  0.59
50 H 0.838 -2.635 1.692  0.40
51 H -4.012 1.211 1.978  0.68
52 H -3.626 1.192 0.225  -0.26
53 H -4.713 -1.474 0.909  0.46
54 H -5.195 -0.314 -0.368  0.22
55 H -6.966 -0.257 3.380  0.36
56 H -2.862 -0.741 6.205  0.40
57 H 0.548 -2.044 6.616  0.26
58 H -0.676 -3.359 6.880  0.34
59 H -1.222 -0.354 7.602  0.34
60 H -1.971 -1.876 8.370  0.38
61 H -0.390 -0.754 9.946  0.38
62 H 0.399 -2.301 9.464  0.31
63 H 2.674 -2.165 9.001  0.24
64 H 4.805 -0.861 8.327  0.35
65 H 4.682 1.567 7.631  0.50
66 H 2.412 2.796 7.586  0.35
67 H 0.241 1.505 8.246  0.34
68 C -0.588 5.738 -5.894  -1.10
69 C -1.648 4.679 -5.650  -0.34
70 O -2.109 4.627 -4.310  -0.34
71 C -2.719 5.805 -3.807  -0.12
72 C -3.958 6.229 -4.577  -1.17
73 H 0.255 5.601 -5.212  0.30
74 H -0.225 5.684 -6.922  0.41
75 H -0.977 6.745 -5.728  0.27
76 H -1.221 3.697 -5.864  0.34
77 H -2.490 4.803 -6.338  0.30
78 H -1.988 6.621 -3.759  0.33
79 H -3.005 5.586 -2.776  0.15
80 H -3.719 6.498 -5.609  0.27
81 H -4.420 7.098 -4.105  0.40
82 H -4.686 5.416 -4.613  0.31
83 C 3.477 3.803 1.016  -1.12
84 C 3.262 2.318 1.251  -0.45
85 O 3.081 1.569 0.058  -0.29
86 C 4.157 1.591 -0.868  -0.10
87 C 5.455 1.034 -0.310  -1.16
88 H 2.655 4.221 0.431  0.24
89 H 3.542 4.333 1.968  0.41
90 H 4.399 3.994 0.461  0.32
91 H 2.351 2.185 1.839  0.37
92 H 4.076 1.894 1.846  0.41
93 H 4.299 2.604 -1.261  0.09
94 H 3.847 0.973 -1.714  0.29
95 H 5.831 1.641 0.517  0.27
96 H 6.223 1.015 -1.085  0.40
97 H 5.307 0.021 0.070  0.31
98 C -5.499 -3.656 -1.310  -0.76
99 C -5.907 -4.120 -2.695  -0.39
100 O -5.876 -3.095 -3.676  -0.49
101 C -4.615 -2.484 -3.904  0.16
102 C -3.546 -3.450 -4.383  -0.81
103 H -6.115 -2.812 -0.992  0.24
104 H -5.607 -4.467 -0.588  0.51
105 H -4.458 -3.323 -1.287  0.04
106 H -6.939 -4.476 -2.656  0.41
107 H -5.301 -4.973 -3.016  0.18
108 H -4.286 -1.946 -3.007  -0.23
109 H -4.777 -1.729 -4.676  0.40
110 H -3.318 -4.206 -3.628  0.20
111 H -2.620 -2.915 -4.605  0.49
112 H -3.876 -3.976 -5.282  0.08
113 C -1.000 -7.169 -4.555  -1.13
114 C -0.699 -5.901 -5.333  -0.13
115 O -0.262 -4.821 -4.523  -0.35
116 C 0.934 -5.031 -3.787  -0.20
117 C 2.145 -5.318 -4.658  -1.11
118 H -1.730 -6.971 -3.766  0.29
119 H -1.395 -7.940 -5.219  0.40
120 H -0.105 -7.568 -4.072  0.32
121 H -1.616 -5.565 -5.824  0.11
122 H 0.022 -6.095 -6.132  0.34
123 H 0.788 -5.822 -3.043  0.32
124 H 1.114 -4.110 -3.228  0.18
125 H 2.032 -6.253 -5.211  0.26
126 H 3.043 -5.403 -4.043  0.40
127 H 2.291 -4.521 -5.390  0.30
128 C -3.992 -6.601 -8.637  -0.80
129 C -5.056 -7.656 -8.394  -0.35
130 O -5.528 -7.699 -7.058  -0.46
131 C -6.140 -6.513 -6.572  0.21
132 C -7.371 -6.095 -7.356  -1.13
133 H -3.155 -6.734 -7.946  0.07
134 H -3.621 -6.661 -9.661  0.41
135 H -4.381 -5.592 -8.480  0.24
136 H -4.629 -8.641 -8.598  0.35
137 H -5.892 -7.535 -9.090  0.29
138 H -5.407 -5.700 -6.524  -0.11
139 H -6.436 -6.722 -5.542  0.31
140 H -7.124 -5.835 -8.388  0.27
141 H -7.835 -5.220 -6.896  0.41
142 H -8.101 -6.906 -7.389  0.29
143 C 7.647 4.395 -5.623  -1.03
144 C 6.584 3.338 -5.381  -0.33
145 O 6.125 3.283 -4.040  -0.37
146 C 5.519 4.462 -3.535  -0.09
147 C 4.281 4.890 -4.304  -1.11
148 H 8.490 4.254 -4.942  0.29
149 H 8.008 4.344 -6.651  0.38
150 H 7.261 5.403 -5.452  0.26
151 H 7.008 2.356 -5.599  0.32
152 H 5.742 3.468 -6.067  0.31
153 H 6.252 5.275 -3.485  0.32
154 H 5.232 4.242 -2.505  0.03
155 H 4.519 5.161 -5.335  0.32
156 H 3.821 5.760 -3.830  0.41
157 H 3.551 4.079 -4.340  0.30
158 C 9.252 0.565 10.256  -1.05
159 C 8.687 1.044 8.930  -0.36
160 O 7.312 1.389 8.984  -0.39
161 C 6.961 2.438 9.875  -0.30
162 C 7.634 3.762 9.555  -1.12
163 H 8.668 -0.274 10.640  0.29
164 H 10.290 0.252 10.136  0.40
165 H 9.224 1.351 11.014  0.26
166 H 8.771 0.237 8.200  0.33
167 H 9.274 1.878 8.534  0.30
168 H 7.156 2.137 10.911  0.32
169 H 5.880 2.566 9.788  0.36
170 H 8.720 3.700 9.665  0.27
171 H 7.277 4.543 10.229  0.39
172 H 7.428 4.059 8.525  0.30